(1)
ORCA calculation (ωB97M-V/def2-TZVPD) on a cluster of 8 separate species, C18H52O14 in total.

The geometry in XYZ format:
```
84
C18H52O14 (ωB97M-V/def2-TZVPD)
C 0.00 -0.45 -0.69
C -1.53 -0.46 -0.39
C -2.21 -1.31 -1.43
O -1.78 -1.03 0.84
H 0.41 -1.45 -0.56
H 0.50 0.26 -0.04
H 0.26 -0.16 -1.70
H -1.98 0.53 -0.51
H -3.29 -1.34 -1.26
H -1.77 -2.30 -1.59
H -2.16 -0.76 -2.37
H -1.63 -0.34 1.49
C -1.73 1.58 -6.17
C -2.17 2.85 -5.36
C -1.05 3.58 -4.59
O -2.71 3.85 -6.20
H -1.31 1.81 -7.16
H -2.51 0.90 -6.51
H -0.91 1.08 -5.66
H -2.98 2.47 -4.74
H -0.33 2.92 -4.10
H -1.40 4.19 -3.76
H -0.40 4.22 -5.19
H -2.07 4.00 -6.90
C 5.80 2.41 -6.02
C 4.75 2.10 -4.89
O 4.29 0.76 -4.97
O 5.37 2.15 -7.44
H 6.69 1.84 -5.76
H 6.13 3.45 -5.96
H 4.02 2.89 -5.06
H 5.22 2.22 -3.92
H 4.10 0.47 -5.87
H 5.91 2.74 -7.98
C 4.22 -0.89 3.75
C 3.37 0.27 4.44
O 2.49 -0.31 5.39
O 4.89 -1.65 4.71
H 5.01 -0.59 3.05
H 3.52 -1.47 3.14
H 2.72 0.73 3.70
H 3.96 1.02 4.96
H 1.86 -0.81 4.88
H 5.45 -2.28 4.27
C -4.46 3.54 5.07
C -3.10 2.75 4.70
O -2.98 2.78 3.28
O -4.49 4.91 4.84
H -4.58 3.39 6.14
H -5.29 3.05 4.55
H -3.16 1.70 4.98
H -2.22 3.28 5.05
H -3.35 3.57 2.89
H -4.53 5.05 3.89
C -7.08 1.11 0.95
C -7.19 -0.25 1.64
O -8.12 -0.20 2.75
O -8.14 1.21 0.01
H -6.19 1.07 0.32
H -7.10 1.95 1.64
H -6.16 -0.45 1.95
H -7.55 -0.97 0.90
H -9.01 -0.26 2.40
H -8.99 1.15 0.47
C -0.03 -4.87 4.64
C 0.38 -5.09 6.04
O 0.24 -6.37 6.46
O -0.03 -3.44 4.52
H -0.97 -5.40 4.50
H 0.63 -5.30 3.89
H -0.24 -4.46 6.68
H 1.40 -4.70 6.07
H 0.70 -6.34 7.30
H -0.70 -3.21 3.87
C 6.37 -2.34 -1.80
C 5.14 -3.29 -2.15
O 5.59 -4.48 -2.80
O 6.88 -1.74 -2.97
H 7.20 -2.81 -1.27
H 5.87 -1.57 -1.23
H 4.53 -2.76 -2.89
H 4.49 -3.56 -1.32
H 5.02 -5.24 -2.64
H 6.20 -1.09 -3.17
```

Summary:
SMILES: CC(C)O.CC(C)O.OCCO.OCCO.OCCO.OCCO.OCCO.OCCO
Relative energy (zero: lowest compared OMol25 entry of this formula, charge and spin) in kJ/mol: 366.1
HOMO energy in eV: -9.867

=====

(2)
ORCA calculation (ωB97M-V/def2-TZVPD) on the ion C4H11B2FN2O3P with charge -1.

The geometry in XYZ format:
```
24
C4H11B2FN2O3P (ωB97M-V/def2-TZVPD)
C -3.47 0.08 -1.38
C -2.53 -0.13 -0.63
B -1.10 -0.62 0.01
F -1.43 -1.35 1.27
B -0.27 0.78 0.46
O -1.09 1.88 0.95
N 1.22 0.97 0.42
C 1.77 0.25 1.62
C 1.55 2.41 0.62
P -0.14 -1.80 -1.18
N -0.27 -1.37 -2.70
O -0.76 -3.36 -0.97
O 1.53 -1.88 -0.83
H -4.32 0.04 -2.10
H -1.28 1.65 1.89
H 1.45 0.80 2.56
H 1.46 -0.84 1.63
H 2.90 0.25 1.53
H 2.68 2.58 0.62
H 1.08 3.02 -0.21
H 1.20 2.78 1.63
H -0.82 -0.51 -2.79
H -1.73 -3.23 -1.01
H 1.88 -2.51 -1.50
```

Summary:
Net charge: -1
Relative energy (zero: lowest compared OMol25 entry of this formula, charge and spin) in kJ/mol: 127.0
HOMO energy in eV: -4.540

=====

Across the entries above, LUMO level takes the values 0.1 3.3 eV, respectively.
Across the entries above, maximum force takes the values 3.07 2.57 eV/Å, respectively.